1.
Formula: C27H53Br14ClFN2O7P2
Source: the OMol25 dataset
Level of theory: ωB97M-V with the def2-TZVPD basis set

Atoms and positions in Å:
C -1.76398 -2.99389 2.07332
C -0.52875 -3.63317 1.41462
O 0.30462 -4.18742 2.44529
C 0.34380 -2.62202 0.63498
O 0.22154 -2.78721 -0.79622
C -0.37028 -1.78631 -1.56639
C -0.77501 -2.48872 -2.88615
N -1.74096 -3.53935 -2.54637
C -1.59168 -1.10629 -0.91707
C -2.77740 -0.72453 -1.80764
C -2.59508 0.34667 -2.85020
O -3.51709 0.67971 -3.55751
O -1.30255 -0.02788 -0.03300
C -0.18962 0.82715 -0.21747
P -0.68861 2.48770 -0.99463
C -2.45712 2.64891 -0.55007
O 0.03087 3.56516 0.00497
C 1.07651 0.20757 -0.85118
C 2.09850 1.25353 -1.33176
C 2.68446 2.07243 -0.19150
O 2.97879 3.21767 -0.29264
Cl 3.03790 1.19497 1.29708
N 0.81615 -0.84757 -1.86793
F 0.58848 -0.20082 -3.10142
P 2.35747 -1.86712 -2.13946
O 3.21979 -1.80606 -0.95385
H -1.94627 -3.52094 3.01645
H -2.66069 -3.15747 1.46258
H -1.63558 -1.93237 2.29775
H -0.86345 -4.43233 0.74409
H 0.41845 -5.13118 2.30500
H 0.12028 -1.61012 0.98049
H 1.38692 -2.82831 0.90057
H 0.11793 -2.95214 -3.33510
H -1.16004 -1.79658 -3.63411
H -1.20930 -4.38799 -2.37829
H -2.29531 -3.72724 -3.37826
H -1.99188 -1.90805 -0.28131
H -3.23218 -1.59315 -2.29256
H -3.54876 -0.37247 -1.10185
H -1.63010 0.86986 -2.98475
H 0.14555 1.08665 0.80164
H -2.82783 1.78858 0.01135
H -2.56458 3.53090 0.09119
H -3.02858 2.76729 -1.47634
H 0.35942 4.30560 -0.52580
H 1.60260 -0.33207 -0.05027
H 1.70162 1.92902 -2.09353
H 3.01466 0.80129 -1.76278
H 1.93001 -3.13859 -2.51425
H 2.85231 -1.21082 -3.26924
Br 1.01829 -6.17800 -3.47714
C 0.37525 -6.97428 -5.13896
C -0.33987 -5.95063 -5.97563
Br -2.10055 -5.55718 -5.24903
H -0.25918 -7.80954 -4.86214
H 1.26079 -7.34082 -5.65249
H -0.51124 -6.31066 -6.98712
H 0.20287 -5.01185 -6.01345
Br -4.52091 -0.28583 1.17191
C -6.46898 -0.30386 1.22512
C -7.00577 -1.70290 1.10135
Br -6.86163 -2.36962 -0.71991
H -6.80501 0.34512 0.42319
H -6.73917 0.13111 2.18454
H -8.06680 -1.71974 1.34386
H -6.47481 -2.40869 1.73292
Br 3.05158 4.96126 6.44435
C 3.72386 3.77096 5.06132
C 3.03398 3.99299 3.74304
Br 1.23524 3.24891 3.73318
H 3.59377 2.75836 5.42776
H 4.78485 3.99074 4.97487
H 3.56736 3.48005 2.94600
H 2.93448 5.04475 3.49546
Br 3.77850 -0.19337 4.72163
C 5.33283 -0.79783 5.72540
C 5.87614 0.28714 6.61584
Br 6.85289 1.62857 5.60074
H 6.06097 -1.13983 4.99755
H 4.98593 -1.64069 6.31851
H 6.59412 -0.12611 7.32021
H 5.09512 0.81025 7.15831
Br 0.87437 8.92035 -3.51305
C 1.95194 7.55537 -2.64881
C 1.92704 6.25723 -3.41044
Br 0.24687 5.30365 -3.17571
H 1.57224 7.45016 -1.63759
H 2.96385 7.95273 -2.61793
H 2.69471 5.58226 -3.03860
H 2.05240 6.40077 -4.47873
Br 5.98770 4.14295 -3.65602
C 6.62468 2.55814 -2.73719
C 6.40143 1.31853 -3.55715
Br 4.52386 0.76246 -3.54149
H 6.12237 2.52386 -1.77529
H 7.69062 2.71070 -2.58516
H 6.94757 0.47479 -3.14197
H 6.66942 1.45084 -4.59991
Br -9.82644 -0.79627 3.70483
C -8.23703 -1.06075 4.79187
C -7.91752 0.13951 5.64283
Br -7.17097 1.59184 4.58617
H -7.43045 -1.29894 4.10509
H -8.44652 -1.92512 5.41767
H -7.15536 -0.11705 6.37503
H -8.78763 0.54272 6.14993

Its net charge is +1. As for the gap between HOMO and LUMO: 0.28843 Ha. The calculation puts the HOMO energy at -0.3892 Eh. Its LUMO energy is -2.741 eV.

2.
Formula: C27H54BBrCl2F3N4O11
Source: the OMol25 dataset
Level of theory: ωB97M-V with the def2-TZVPD basis set

Atoms and positions in Å:
C 0.25678 -1.16561 -1.24069
B -1.29385 -0.83730 -0.83470
O -1.65135 0.53944 -0.79697
N -2.31945 -1.86869 -0.48393
C -2.61029 -2.76951 0.55202
N -1.86681 -2.94774 1.63727
C -0.58253 -2.33029 2.03044
C 0.16034 -2.98858 3.27133
O -0.35884 -2.55077 4.55384
C 1.69411 -2.48288 3.26815
F 2.36522 -2.76475 2.07896
F 1.83147 -1.16150 3.69818
F 2.33516 -3.26627 4.26362
C -2.42927 -3.93589 2.60744
Cl -3.46418 -3.21382 3.93899
C -2.18964 -5.31126 2.53315
C -2.89655 -6.23827 3.63927
Cl -1.14173 -5.93561 1.19889
N -3.83008 -3.53778 0.37084
C -4.27543 -3.02693 -0.90477
N -3.35663 -2.04845 -1.38533
Br -3.54454 -1.14096 -3.02689
H 0.42154 -2.26230 -1.48026
H 0.95638 -0.76845 -0.42658
H 0.47372 -0.52908 -2.16962
H -2.62459 0.56862 -0.68252
H 0.12270 -2.40521 1.12516
H -0.70418 -1.20992 2.25922
H 0.24176 -4.13003 3.21388
H -0.79110 -3.36764 4.89443
H -4.00931 -6.22533 3.36126
H -2.47510 -7.28464 3.55051
H -2.79100 -5.78116 4.66962
H -5.23683 -3.41098 -1.35003
C 1.55630 4.46296 -0.04871
O 1.59563 3.94841 -1.36891
C 0.56703 3.01716 -1.65341
C -0.12979 3.32986 -2.97936
O -0.88481 4.53749 -3.02017
C -0.17147 5.77024 -2.93700
C 0.76783 6.08848 -4.09403
O 1.88404 5.20630 -4.13236
C 2.15266 4.67007 -5.41409
H 2.07064 3.77753 0.63492
H 2.07568 5.42446 -0.03976
H 0.52968 4.63033 0.29110
H -0.17928 2.98047 -0.85203
H 1.03582 2.03115 -1.73152
H -0.85495 2.52786 -3.15763
H 0.56562 3.28350 -3.81637
H 0.34611 5.84692 -1.97815
H -0.94043 6.54916 -2.91306
H 1.15549 7.10759 -3.97836
H 0.20244 6.05800 -5.03667
H 1.23441 4.44778 -5.96835
H 2.70143 3.73541 -5.27876
H 2.77210 5.36995 -5.98449
C -2.07559 -6.39106 -3.51808
O -0.68038 -6.36026 -3.28149
C -0.29379 -6.94256 -2.04707
C 0.87517 -7.91516 -2.21911
O 0.60012 -9.09803 -2.96327
C 0.32210 -8.95891 -4.35506
C 1.46177 -8.44266 -5.22509
O 1.77613 -7.08347 -4.94060
C 3.16002 -6.83281 -4.77800
H -2.55738 -5.53359 -3.03166
H -2.24152 -6.32295 -4.59644
H -2.52671 -7.32281 -3.16419
H -1.12989 -7.46251 -1.56546
H 0.02698 -6.12675 -1.39172
H 1.15524 -8.26029 -1.21820
H 1.75843 -7.41233 -2.61009
H -0.58523 -8.36914 -4.50541
H 0.07235 -9.96635 -4.70283
H 1.16933 -8.50060 -6.28028
H 2.33924 -9.09147 -5.09224
H 3.66926 -7.65322 -4.26154
H 3.26906 -5.93110 -4.17127
H 3.62194 -6.66451 -5.75632
C 2.72135 8.59317 5.73912
O 1.35874 8.46208 5.37379
C 1.03532 9.06839 4.13281
C 0.21845 8.13222 3.24018
O 0.89523 6.96808 2.76759
C 1.25565 5.98196 3.73330
C 0.10496 5.27691 4.44210
O -0.61110 6.15602 5.30068
C -2.01674 6.08664 5.15689
H 2.88507 9.55591 6.23557
H 2.96681 7.78999 6.43915
H 3.38406 8.50214 4.87306
H 1.93318 9.39086 3.59412
H 0.43059 9.95241 4.35204
H -0.04853 8.69729 2.34124
H -0.72877 7.86301 3.70502
H 1.96628 6.39637 4.45203
H 1.81660 5.22201 3.17845
H 0.50225 4.46237 5.06016
H -0.55879 4.82458 3.69036
H -2.31747 5.94341 4.11336
H -2.43675 7.03315 5.50346
H -2.41109 5.27203 5.77395

The relative energy (zero: lowest compared OMol25 entry of this formula, charge and spin) is 390.2 kJ/mol. Its net charge is +1. As for the gap between HOMO and LUMO: 0.20320 Ha. The calculation puts the HOMO energy at -0.3797 Eh. Its LUMO energy is -4.802 eV.

3.
Formula: C27H54BrN3O3
Source: the OMol25 dataset
Level of theory: ωB97M-V with the def2-TZVPD basis set

Atoms and positions in Å:
C 3.79946 6.37591 -5.97903
C 2.40323 6.92668 -5.42160
C 1.45196 6.83017 -6.59808
C 0.02023 7.06473 -6.17940
C -0.47072 5.96744 -5.21146
C 0.46080 5.78856 -3.93755
N 1.93506 5.96952 -4.32014
O 2.93475 5.31452 -3.67551
C 0.13261 4.35755 -3.45230
C 0.02868 6.81282 -2.86062
C 2.51177 8.41877 -4.91773
H 4.49787 6.43941 -5.14458
H 4.05435 7.09111 -6.76109
H 3.76224 5.34701 -6.33690
H 1.57565 5.92303 -7.18960
H 1.62541 7.67908 -7.25942
H -0.74332 6.97388 -6.95196
H -0.12516 8.06436 -5.76986
H -0.58489 5.03494 -5.76419
H -1.47250 6.22920 -4.87085
H 0.61190 4.27934 -2.47647
H 0.55504 3.61674 -4.13116
H -0.92057 4.17328 -3.24026
H -0.67116 6.39412 -2.13741
H -0.37126 7.74787 -3.25280
H 0.87658 7.11491 -2.24591
H 3.32215 8.53323 -4.19783
H 1.55827 8.81364 -4.56702
H 2.82491 9.10497 -5.70460
C -6.94114 -3.00984 1.10258
C -6.45498 -2.98486 2.60207
C -5.39036 -4.05252 2.83425
C -4.07861 -3.77497 2.17005
C -3.53848 -2.46662 2.60525
C -4.45390 -1.24429 2.33372
N -5.86636 -1.58627 2.77011
O -6.74851 -0.58387 3.13059
C -4.46169 -0.89364 0.79044
C -3.84491 -0.08487 3.16357
C -7.50898 -3.26515 3.67038
H -7.65616 -2.20921 0.91323
H -7.37517 -3.98403 0.87749
H -6.18758 -2.90128 0.32253
H -5.78034 -5.01682 2.50848
H -5.24285 -4.16629 3.90821
H -4.13073 -3.80345 1.08167
H -3.35419 -4.56112 2.38286
H -2.63380 -2.27398 2.02858
H -3.33063 -2.43736 3.67484
H -5.34623 -0.45532 0.32832
H -4.14134 -1.74599 0.19128
H -3.69084 -0.14585 0.60417
H -4.06707 -0.25708 4.21669
H -4.32582 0.83903 2.84225
H -2.75610 -0.04193 3.13653
H -8.22857 -2.47459 3.88325
H -7.11687 -3.40918 4.67715
H -8.00242 -4.20667 3.42916
C 3.72242 -4.94628 4.67412
C 3.39409 -3.82056 3.62980
C 4.56834 -2.82108 3.61434
C 5.67730 -3.22443 2.69094
C 5.17524 -3.57164 1.24066
C 4.13673 -4.76290 1.15495
N 3.11941 -4.48361 2.27563
O 1.93251 -5.27223 2.16802
C 4.81943 -6.06465 1.38418
C 3.38847 -4.64247 -0.22131
C 2.16247 -3.01307 4.12346
H 4.71019 -5.40465 4.62595
H 2.98981 -5.75125 4.61567
H 3.59512 -4.52179 5.66996
H 4.96771 -2.69066 4.62012
H 4.27341 -1.85266 3.21027
H 6.19567 -4.04738 3.18303
H 6.41131 -2.41896 2.66770
H 6.06368 -3.75025 0.63496
H 4.77459 -2.64987 0.81886
H 5.43527 -6.25480 0.50516
H 4.12277 -6.89863 1.29929
H 5.40806 -6.00038 2.29932
H 2.58201 -3.91792 -0.10845
H 2.77758 -5.52791 -0.39710
H 4.08287 -4.58175 -1.05929
H 1.30287 -3.68165 4.07661
H 1.85444 -2.13793 3.55133
H 2.24939 -2.54507 5.10403
Br 1.17815 0.06766 0.32343

The relative energy (zero: lowest compared OMol25 entry of this formula, charge and spin) is 194.5 kJ/mol. Its net charge is +2. As for the gap between HOMO and LUMO: 0.08875 Ha. The calculation puts the HOMO energy at -0.3779 Eh. Its LUMO energy is -7.869 eV.

Question: Among the records above, which one has the highest gap between HOMO and LUMO?
Answer: C27H53Br14ClFN2O7P2

Question: What is the gap between HOMO and LUMO in the first record?
Answer: 0.28843 Ha